No. 1
This record from the Open Molecules 2025 dataset describes a structure of composition C35H52As3N2O2PtS2 at a distorted geometry. The level of theory is wB97M-V/def2-TZVPD.

LUMO energy   -2.26 eV
Charge   +1
Kohn-Sham gap   8.10 eV

Each line ends with the Mulliken charge.
Element x y z (Å)
Pt  -0.15  0.24  -0.15  2.0798
C  3.91  -3.80  2.98  -0.6094
C  2.61  -3.42  3.67  -0.8218
N  2.14  -2.07  3.34  0.1866
C  2.43  -1.01  4.32  -1.0684
C  3.77  -0.32  4.08  -0.5390
C  1.58  -1.83  2.14  0.7600
S  1.21  -0.14  1.82  -0.7934
N  1.44  -2.90  1.37  0.1310
C  0.91  -2.99  0.15  -1.2381
O  0.40  -2.10  -0.55  -0.9758
C  0.94  -4.38  -0.44  0.8858
C  0.46  -4.58  -1.73  -0.3956
C  0.46  -5.84  -2.29  -0.9192
C  0.93  -6.93  -1.56  -0.4567
C  1.42  -6.73  -0.27  -0.8867
C  1.43  -5.46  0.29  0.1835
H  4.20  -4.81  3.26  0.4242
H  4.72  -3.12  3.26  0.3124
H  3.79  -3.76  1.89  -0.1480
H  2.74  -3.45  4.75  0.4589
H  1.82  -4.13  3.40  0.4001
H  2.42  -1.49  5.30  0.4514
H  1.62  -0.29  4.29  0.4656
H  4.60  -1.02  4.21  0.2858
H  3.89  0.49  4.79  0.4211
H  3.81  0.09  3.07  -0.0418
H  0.10  -3.72  -2.29  0.4133
H  0.08  -5.99  -3.29  0.4371
H  0.92  -7.92  -1.99  0.4080
H  1.80  -7.57  0.30  0.4473
H  1.80  -5.30  1.29  0.2958
C  -2.97  0.28  2.29  -1.2730
As  -2.21  -0.41  0.67  0.8071
C  -2.28  -2.31  0.97  -1.1935
C  -3.70  -0.10  -0.57  -2.0083
C  -3.41  -0.09  -2.09  2.9911
C  -2.50  -1.25  -2.49  -1.5371
C  -2.83  1.29  -2.45  -1.5450
As  -1.12  1.78  -1.64  0.7560
C  -1.58  3.49  -0.85  -1.3062
C  -0.08  2.33  -3.18  -1.3040
C  -4.78  -0.23  -2.79  -2.1130
As  -5.11  -0.44  -4.74  0.3060
C  -3.57  0.37  -5.66  -1.0851
C  -4.59  -2.31  -4.99  -1.0643
H  -3.93  -0.21  2.45  0.4494
H  -3.11  1.36  2.22  0.3840
H  -2.31  0.07  3.13  0.3716
H  -3.29  -2.58  1.27  0.6965
H  -1.58  -2.57  1.77  0.3429
H  -1.99  -2.84  0.07  0.1595
H  -4.13  0.85  -0.26  0.4153
H  -4.43  -0.87  -0.33  0.7925
H  -1.53  -1.24  -1.98  -0.1750
H  -2.30  -1.22  -3.56  0.1526
H  -2.99  -2.20  -2.27  0.4771
H  -3.54  2.06  -2.13  0.6332
H  -2.73  1.38  -3.53  0.1610
H  -2.10  4.10  -1.59  0.4561
H  -0.68  4.00  -0.52  0.4204
H  -2.22  3.32  0.01  0.3154
H  -0.71  2.98  -3.79  0.5526
H  0.22  1.45  -3.75  0.3353
H  0.81  2.86  -2.87  0.3257
H  -5.40  0.62  -2.50  0.4855
H  -5.29  -1.11  -2.39  0.5609
H  -3.59  1.46  -5.57  0.3118
H  -3.68  0.12  -6.71  0.4066
H  -2.60  0.00  -5.32  0.2612
H  -5.17  -2.94  -4.31  0.3304
H  -3.53  -2.50  -4.83  0.2726
H  -4.84  -2.60  -6.01  0.3983
O  1.69  0.60  -1.13  -0.5216
S  2.86  1.29  -0.41  -0.1162
C  4.03  -0.03  -0.16  0.8463
C  3.64  -1.33  -0.43  -0.4380
C  4.53  -2.36  -0.18  -0.5125
C  5.79  -2.08  0.34  -0.5001
C  6.17  -0.77  0.61  -0.6859
C  5.29  0.27  0.36  -0.7732
C  3.67  2.19  -1.70  0.3066
C  4.06  3.49  -1.45  -0.0775
C  4.65  4.23  -2.47  -0.7557
C  4.82  3.65  -3.72  -0.4236
C  4.43  2.34  -3.96  -0.7869
C  3.85  1.59  -2.95  -0.2815
H  2.65  -1.52  -0.82  0.4539
H  4.24  -3.38  -0.38  0.4588
H  6.48  -2.89  0.53  0.4484
H  7.15  -0.56  1.01  0.4241
H  5.57  1.29  0.58  0.4579
H  3.90  3.93  -0.47  0.4923
H  4.96  5.24  -2.29  0.4242
H  5.27  4.23  -4.52  0.4141
H  4.58  1.89  -4.94  0.4363
H  3.54  0.57  -3.11  0.4322

No. 2
This record from the Open Molecules 2025 dataset describes a structure of composition C48H69AsN7O4OsPSTe. The level of theory is wB97M-V/def2-TZVPD.

LUMO energy (alpha / beta)   -6.54 / -9.04 eV
⟨S²⟩   8.7786
Charge   +3
2S+1   6
Kohn-Sham gap (alpha / beta)   6.95 / 5.19 eV

Each line ends with the Mulliken charge.
Element x y z (Å)
Os  -0.60  1.98  0.60  2.3504
C  -0.21  3.94  6.08  -0.9616
C  0.35  2.54  5.84  -0.9339
N  1.37  2.52  4.79  0.5853
C  2.75  2.75  5.25  -0.6744
C  3.45  1.45  5.61  -1.1011
C  1.16  2.21  3.51  0.3267
S  -0.57  1.97  3.08  -0.7478
N  2.18  2.18  2.71  0.0788
C  2.19  1.69  1.42  0.7757
O  1.26  2.33  0.57  -0.8312
C  3.55  1.75  0.76  -0.8942
C  4.69  2.02  1.51  -0.3831
C  5.93  2.04  0.89  -0.8150
C  6.04  1.78  -0.47  -0.6934
C  4.90  1.50  -1.22  -0.9324
C  3.66  1.49  -0.60  0.1731
H  -0.84  3.94  6.97  0.4530
H  -0.82  4.26  5.24  0.1002
H  0.59  4.66  6.23  0.3328
H  -0.45  1.85  5.58  0.4357
H  0.82  2.16  6.74  0.4744
H  2.68  3.41  6.12  0.4752
H  3.29  3.28  4.48  0.3599
H  2.96  0.94  6.43  0.3908
H  4.48  1.65  5.90  0.3868
H  3.47  0.78  4.74  0.1716
H  4.59  2.22  2.56  0.4011
H  6.82  2.25  1.47  0.4729
H  7.01  1.80  -0.95  0.4496
H  4.99  1.30  -2.28  0.4650
H  2.77  1.25  -1.17  0.2272
C  0.04  5.74  -0.67  -1.3842
As  -0.66  4.60  0.75  0.6430
C  -2.39  5.39  1.12  -1.1883
C  0.42  5.21  2.23  -0.7437
H  0.25  6.72  -0.24  0.6408
H  -0.69  5.87  -1.47  0.4040
H  0.96  5.32  -1.06  0.3802
H  -2.27  6.46  1.32  0.4558
H  -2.80  4.91  2.02  0.2992
H  -3.08  5.24  0.29  0.3585
H  0.50  6.29  2.17  0.6586
H  1.40  4.75  2.17  0.2545
H  -0.06  4.91  3.16  -0.0676
C  -1.33  3.15  -5.72  -0.8312
N  -1.07  4.07  -4.51  0.1257
C  0.45  4.29  -4.41  -0.7898
N  1.13  3.06  -4.33  0.2845
C  0.83  2.22  -5.48  -1.0257
N  -0.60  1.94  -5.59  0.1603
C  -1.09  1.09  -4.50  -1.1372
P  -0.85  1.83  -2.80  1.1202
C  -1.62  3.47  -3.25  -0.7276
C  0.91  2.36  -3.06  -0.7951
H  -1.01  3.71  -6.60  0.3957
H  -2.41  2.98  -5.76  0.3915
H  -1.52  4.97  -4.68  0.3503
H  0.62  4.91  -3.52  0.2741
H  0.73  4.84  -5.30  0.3936
H  1.37  1.28  -5.40  0.3902
H  1.16  2.73  -6.39  0.2934
H  -0.56  0.14  -4.55  0.3366
H  -2.15  0.87  -4.66  0.5495
H  -1.47  4.19  -2.44  -0.2602
H  -2.70  3.34  -3.39  0.5291
H  1.53  1.46  -3.05  0.4232
H  1.25  2.97  -2.22  0.3617
N  -5.80  0.62  1.63  -0.1297
C  -4.97  1.69  0.99  -0.8061
C  -3.53  1.14  0.94  0.6896
O  -3.35  -0.01  1.33  -0.5725
O  -2.69  1.99  0.50  -0.6499
H  -6.18  0.90  2.53  0.3953
H  -5.12  -0.16  1.77  0.2346
H  -6.58  0.31  1.04  0.3790
H  -5.01  2.59  1.60  0.3232
H  -5.34  1.91  0.00  0.3114
C  -4.42  -8.05  -1.95  -1.5731
C  -3.75  -6.74  -1.67  0.4993
C  -4.00  -6.02  -0.51  -0.9096
C  -3.37  -4.82  -0.24  0.5472
C  -3.66  -4.13  1.06  -1.6041
C  -2.45  -4.33  -1.18  0.4921
Te  -1.45  -2.56  -0.70  0.8451
N  -0.23  0.10  0.52  -0.1703
C  0.72  -0.37  1.27  -0.1081
O  1.90  0.20  1.43  -0.1334
C  0.57  -1.61  2.05  0.4355
C  1.68  -2.37  2.42  -0.3159
C  1.52  -3.45  3.27  -0.9693
C  0.26  -3.76  3.77  -0.7369
C  -0.85  -3.01  3.40  -0.7000
C  -0.70  -1.93  2.53  -0.2199
C  0.51  -3.18  -1.07  1.5105
C  0.98  -4.38  -0.51  0.1420
C  0.22  -5.27  0.44  -1.6496
C  2.28  -4.77  -0.84  -0.8109
C  3.09  -4.02  -1.67  0.3253
C  4.48  -4.47  -2.01  -1.6746
C  2.59  -2.82  -2.18  -0.8123
C  1.31  -2.39  -1.90  0.7938
C  0.82  -1.10  -2.51  -0.7725
C  -2.18  -5.01  -2.38  0.8694
C  -1.24  -4.52  -3.44  -1.5068
C  -2.84  -6.21  -2.59  -0.8227
H  -5.12  -8.32  -1.15  0.3765
H  -3.69  -8.85  -2.05  0.3557
H  -4.98  -8.00  -2.89  0.3809
H  -4.71  -6.42  0.21  0.4221
H  -4.67  -4.37  1.40  0.5679
H  -3.58  -3.04  1.01  -0.0927
H  -2.97  -4.46  1.84  0.3248
H  2.66  -2.10  2.05  0.6801
H  2.38  -4.04  3.56  0.5389
H  0.15  -4.59  4.45  0.4403
H  -1.82  -3.24  3.81  0.5653
H  -1.54  -1.30  2.28  0.3847
H  -0.60  -4.76  0.95  -0.2610
H  0.89  -5.64  1.20  0.6100
H  -0.20  -6.13  -0.09  0.3530
H  2.66  -5.69  -0.42  0.4450
H  4.77  -5.35  -1.45  0.4159
H  5.21  -3.68  -1.82  0.3785
H  4.55  -4.71  -3.08  0.3399
H  3.22  -2.22  -2.82  0.5272
H  1.53  -0.75  -3.26  0.6563
H  0.70  -0.32  -1.75  -0.4531
H  -0.14  -1.23  -3.01  -0.0046
H  -1.23  -3.43  -3.52  0.0366
H  -1.53  -4.91  -4.41  0.6113
H  -0.21  -4.84  -3.25  0.2710
H  -2.66  -6.75  -3.52  0.5424

No. 3
This record from the Open Molecules 2025 dataset describes a cluster of 5 separate species, C35H75FO8S in total at a distorted geometry. The level of theory is wB97M-V/def2-TZVPD.

LUMO energy   0.09 eV
SMILES string   CC(C)[C@H](C)CO[C@@]1(CC(=O)F)OS(=O)(=O)O[C@H]1COO.CCCCCC.CCCCCC.CCCCCC.CCCCCC
Kohn-Sham gap   10.16 eV

Each line ends with the Mulliken charge.
Element x y z (Å)
C  -7.89  -2.14  0.66  -0.9036
C  -8.29  -1.41  -0.72  0.3334
C  -9.47  -0.31  -0.50  -1.1844
C  -7.04  -0.82  -1.55  -0.1459
C  -5.90  -1.90  -1.86  -1.2438
C  -6.47  0.56  -0.91  -0.2926
O  -5.96  0.31  0.43  0.0189
C  -5.59  1.51  1.13  0.6099
C  -5.60  2.93  0.39  -0.7002
C  -7.05  3.66  0.39  0.4105
O  -7.24  4.59  -0.41  -0.5226
F  -8.10  3.32  1.28  -0.2287
O  -6.30  1.35  2.40  -0.3591
S  -5.42  2.18  3.59  1.1256
O  -5.46  1.55  4.96  -0.5878
O  -5.76  3.65  3.75  -0.5781
O  -3.91  2.10  2.80  -0.4035
C  -4.05  1.26  1.59  0.0143
C  -3.66  -0.19  2.16  -0.3945
O  -2.30  -0.50  1.68  0.0028
O  -1.98  -1.71  2.24  -0.5401
H  -8.34  -3.19  0.77  0.2660
H  -8.23  -1.46  1.52  0.2263
H  -6.74  -2.19  0.74  0.0828
H  -8.76  -2.22  -1.39  0.5130
H  -9.48  0.11  0.57  0.2245
H  -10.48  -0.82  -0.68  0.3378
H  -9.32  0.54  -1.28  0.2740
H  -7.47  -0.50  -2.57  0.3409
H  -6.40  -2.73  -2.49  0.3936
H  -5.07  -1.48  -2.56  0.3257
H  -5.46  -2.42  -0.95  0.2127
H  -5.56  0.85  -1.57  0.2525
H  -7.33  1.31  -0.97  0.0013
H  -4.93  3.63  1.02  0.5280
H  -5.15  2.93  -0.66  0.4123
H  -3.22  1.65  0.91  0.4344
H  -3.62  -0.18  3.31  0.2777
H  -4.33  -1.05  1.82  0.0892
H  -1.03  -1.67  2.51  0.2826
C  1.18  0.31  4.06  -1.4556
C  1.80  -0.85  3.29  0.4070
C  1.82  -2.16  4.08  -0.5013
C  2.66  -2.13  5.36  -0.9561
C  4.14  -1.76  5.17  -0.4306
C  4.90  -2.75  4.30  -0.8725
H  1.76  0.55  4.96  0.3854
H  1.15  1.20  3.43  0.3878
H  0.16  0.07  4.37  0.2888
H  2.80  -0.58  2.96  0.2713
H  1.21  -1.01  2.38  -0.1623
H  2.18  -2.96  3.43  0.2520
H  0.80  -2.43  4.35  0.3736
H  2.61  -3.12  5.83  0.4132
H  2.22  -1.44  6.08  0.3102
H  4.61  -1.73  6.16  0.3678
H  4.23  -0.75  4.76  0.2256
H  4.86  -3.75  4.72  0.3055
H  5.95  -2.45  4.23  0.4429
H  4.50  -2.78  3.28  -0.0025
C  -1.38  -1.05  -1.40  -0.2986
C  -0.59  -0.42  -2.54  -0.4810
C  0.77  -1.07  -2.77  -1.0855
C  1.75  -0.98  -1.60  -0.1447
C  2.07  0.44  -1.12  -0.1665
C  2.75  1.29  -2.19  -1.2002
H  -0.87  -0.94  -0.44  -0.0646
H  -2.36  -0.57  -1.31  0.0215
H  -1.55  -2.11  -1.59  0.3168
H  -0.48  0.66  -2.35  0.1517
H  -1.18  -0.51  -3.46  0.4002
H  1.22  -0.63  -3.66  0.3753
H  0.61  -2.13  -3.01  0.4467
H  2.68  -1.48  -1.89  -0.0223
H  1.36  -1.55  -0.75  0.3692
H  2.74  0.37  -0.26  0.3031
H  1.17  0.94  -0.78  0.1960
H  3.68  0.82  -2.52  0.2804
H  2.99  2.27  -1.78  0.3149
H  2.11  1.44  -3.06  0.2964
C  1.12  5.46  -2.87  -1.0313
C  1.91  6.10  -4.01  -0.4262
C  3.27  5.44  -4.24  -0.6531
C  4.25  5.53  -3.07  -0.3207
C  4.57  6.95  -2.60  -0.5472
C  5.25  7.80  -3.66  -1.2177
H  1.63  5.57  -1.92  0.2744
H  0.14  5.94  -2.78  0.3728
H  0.96  4.40  -3.06  0.1840
H  2.03  7.17  -3.83  0.2623
H  1.32  6.01  -4.93  0.3527
H  3.73  5.88  -5.13  0.3314
H  3.12  4.38  -4.48  0.3441
H  5.18  5.03  -3.36  0.3792
H  3.86  4.96  -2.22  0.0846
H  5.24  6.88  -1.73  0.3931
H  3.67  7.46  -2.25  0.2622
H  6.19  7.34  -3.99  0.2900
H  5.49  8.79  -3.26  0.3812
H  4.61  7.95  -4.53  0.2844
C  5.57  -7.39  -0.57  -1.2384
C  6.12  -6.26  0.28  -0.5496
C  5.02  -5.44  0.97  -0.3596
C  4.06  -4.71  0.03  -0.5492
C  4.72  -3.74  -0.96  -0.2436
C  5.45  -2.59  -0.27  -1.1145
H  4.96  -7.02  -1.40  0.2847
H  6.40  -7.97  -1.00  0.3889
H  4.97  -8.08  0.03  0.2915
H  6.76  -5.61  -0.33  0.2458
H  6.77  -6.68  1.06  0.4363
H  5.50  -4.71  1.64  0.0231
H  4.44  -6.10  1.62  0.4314
H  3.33  -4.16  0.64  0.1865
H  3.48  -5.44  -0.54  0.3818
H  3.94  -3.32  -1.60  0.1903
H  5.41  -4.28  -1.61  0.3412
H  4.76  -2.02  0.36  0.1188
H  5.87  -1.91  -1.02  0.3672
H  6.27  -2.95  0.35  0.4030